(i)
DFT (ωB97M-V with the def2-TZVPD basis set) results for a 2-piece molecular cluster, C2H8S2 overall.

Values from the calculation:
HOMO-LUMO gap in eV: 9.82
Lowest unoccupied orbital energy in Eh: 0.0273
E_HOMO in eV: -9.1
Structure (SMILES): CSS.C
2S+1: 1

Each line ends with the Löwdin charge.
Element x y z (Å)
S: 0.9260 -0.8045 1.0787  0.32
S: -0.2329 0.3712 -0.0964  0.28
C: -0.8854 2.3481 -3.4888  -0.07
C: -0.1091 -1.7766 2.2228  -0.46
H: -0.4941 -0.3341 -1.1738  -0.22
H: 0.6537 -2.3802 2.6508  0.00
H: -1.1237 2.6926 -2.4581  0.01
H: -1.2946 1.3716 -3.6739  -0.01
H: -0.7883 -2.2359 1.4678  0.03
H: 0.1604 2.4060 -3.7722  0.01
H: -0.7509 -1.1881 2.9268  0.05
H: -1.4845 3.1714 -4.0887  0.06

---

(ii)
DFT (ωB97M-V with the def2-TZVPD basis set) results for a 2-piece molecular cluster, C2H8S2 overall.

Values from the calculation:
HOMO-LUMO gap in eV: 10.10
Lowest unoccupied orbital energy in Eh: 0.0313
E_HOMO in eV: -9.2
Structure (SMILES): CCS.S
2S+1: 1

Each line ends with the Löwdin charge.
Element x y z (Å)
S: 0.4489 0.3898 -1.2779  0.67
S: -3.3857 1.5718 -0.5910  0.47
C: 0.2866 -0.4092 0.3570  -0.62
C: 1.5428 -1.1669 0.7704  -0.18
H: 2.4623 -0.6280 0.5679  0.06
H: -3.1709 1.7913 -1.8906  -0.22
H: 1.5129 -1.3741 1.8505  0.07
H: -0.5183 -1.1196 0.1836  0.06
H: 1.5455 -2.1364 0.2888  0.07
H: -2.0650 1.4429 -0.3948  -0.28
H: -0.0375 0.3519 1.0529  0.05
H: 1.3782 1.2866 -0.9166  -0.14

---

Of them, the most stable is (ii) and the least stable is (i).

---

(i)
DFT (ωB97M-V with the def2-TZVPD basis set) results for one molecule with the formula C14H17N3O3.

Values from the calculation:
HOMO-LUMO gap in eV: 8.66
Lowest unoccupied orbital energy in Eh: 0.0075
E_HOMO in eV: -8.5
Structure (SMILES): CN(C)CCNC(=O)C(=O)[C@@H]1C(=O)Nc2ccccc21
2S+1: 1

Each line ends with the Löwdin charge.
Element x y z (Å)
O: -0.1316 0.0675 1.3392  0.10
O: -1.6275 0.8817 -1.6883  0.14
O: 2.1449 1.2714 -0.6499  0.09
N: -0.9536 -1.3241 -0.2625  0.09
N: 0.5384 -3.1347 -1.8191  -0.29
N: 1.5458 2.4706 1.2063  0.17
C: -2.0792 4.1137 2.2583  -0.09
C: -0.5086 -2.5659 0.3192  -0.15
C: -1.8722 3.4900 1.0330  -0.01
C: -1.0581 4.2063 3.1892  -0.08
C: 1.3401 1.9059 -0.0147  -0.43
C: 0.2019 3.6823 2.9316  -0.01
C: 0.4019 3.0632 1.7147  -0.20
C: -0.6248 2.9721 0.7697  -0.13
C: -0.8822 1.0077 -0.7498  -0.24
C: -0.6097 -0.1296 0.2371  -0.40
C: 0.0300 -4.4376 -2.1915  -0.10
C: -0.0965 2.2581 -0.4433  -0.07
C: 1.6929 -2.7660 -2.6125  -0.10
C: 0.7752 -3.0235 -0.3886  -0.19
H: -3.0497 4.5266 2.4868  0.10
H: 1.9973 -1.7526 -2.3552  0.08
H: 1.4150 -2.7863 -3.6656  0.08
H: 2.5482 -3.4428 -2.4650  0.09
H: -1.3022 -3.3083 0.2135  0.11
H: 0.9936 3.7504 3.6614  0.11
H: -1.2278 -1.3618 -1.2359  0.14
H: -0.2391 -4.4262 -3.2467  0.08
H: 1.1275 -3.9680 0.0548  0.12
H: -0.8633 -4.6615 -1.6112  0.08
H: 1.5375 -2.2605 -0.2173  0.12
H: 0.7645 -5.2419 -2.0265  0.09
H: -2.6685 3.4122 0.3084  0.12
H: -0.0918 2.8951 -1.3327  0.18
H: -1.2435 4.6915 4.1356  0.10
H: -0.3110 -2.3879 1.3778  0.12
H: 2.3860 2.3128 1.7398  0.17

---

(ii)
DFT (ωB97M-V with the def2-TZVPD basis set) results for one molecule with the formula C14H17N3O3.

Values from the calculation:
HOMO-LUMO gap in eV: 8.40
Lowest unoccupied orbital energy in Eh: 0.0286
E_HOMO in eV: -7.6
Structure (SMILES): C[C@H](N)C(=O)N[C@@H](Cc1c[nH]c2ccccc12)C(=O)O
2S+1: 1

Each line ends with the Löwdin charge.
Element x y z (Å)
O: -0.9281 1.3236 1.7316  0.12
O: -2.2417 -2.7097 -0.7832  0.07
O: -1.2908 2.0314 -0.4453  0.09
N: -1.9990 -0.4756 -1.1113  0.11
N: -3.9034 -0.3815 -2.9901  0.02
N: 2.8234 -1.0108 2.3040  0.07
C: 2.1210 0.6310 0.9306  -0.13
C: 2.9943 2.8605 0.9129  -0.11
C: 1.3093 -0.5627 0.7033  -0.18
C: -3.4387 -1.7306 -2.6569  -0.36
C: -2.5156 -1.7202 -1.4162  -0.46
C: -2.5767 -2.3101 -3.7663  -0.06
C: 3.8413 1.2631 2.5480  -0.03
C: 0.3235 -0.7015 -0.3372  -0.10
C: -1.1220 -0.2712 0.0183  -0.23
C: 1.8519 -1.5589 1.5394  -0.03
C: -1.1930 1.1542 0.4088  -0.46
C: 3.8289 2.5785 2.0264  -0.08
C: 3.0015 0.3610 1.9632  -0.21
C: 2.0635 1.9563 0.4283  -0.03
H: -4.1746 -0.2625 -3.9632  0.08
H: 0.6435 -0.0881 -1.2211  0.15
H: -3.0642 -2.2925 -4.7218  0.06
H: 4.5001 1.0965 3.4041  0.11
H: -1.4692 -0.9044 0.8521  0.17
H: 4.4490 3.3765 2.4488  0.10
H: 3.4021 -1.4971 2.9657  0.15
H: 1.3665 2.2521 -0.4240  0.13
H: -4.3047 -2.4183 -2.4421  0.15
H: -1.6297 -1.7483 -3.9364  0.10
H: 0.2438 -1.7712 -0.6933  0.14
H: -4.6807 -0.0547 -2.4037  0.09
H: -2.2734 -3.3292 -3.5082  0.09
H: -2.3980 0.3225 -1.5861  0.12
H: -1.0086 2.2684 1.9594  0.14
H: 1.5989 -2.5980 1.5362  0.12
H: 3.1008 3.8649 0.4734  0.10

---

Of them, the most stable is (ii) and the least stable is (i).

---

(i)
DFT (ωB97M-V with the def2-TZVPD basis set) results for one molecule with the formula C14H17N3O3.

Values from the calculation:
HOMO-LUMO gap in eV: 8.30
Lowest unoccupied orbital energy in Eh: -0.0154
E_HOMO in eV: -8.7
Structure (SMILES): CCCCNc1c([N+](=O)[O-])c(=O)n(C)c2ccccc12
2S+1: 1

Each line ends with the Löwdin charge.
Element x y z (Å)
O: -3.6566 0.3993 0.2112  0.02
O: -4.2497 -1.5224 -0.5263  0.11
O: -2.9472 -2.2989 -2.6038  0.08
N: -3.4221 -0.6489 -0.4059  -0.34
N: -0.7099 -2.2397 -2.2875  -0.02
N: -1.1439 0.6529 0.6466  0.08
C: -2.1258 -0.8300 -0.9363  -0.01
C: -0.2188 0.9496 1.7141  -0.19
C: -1.0110 -0.1756 -0.3964  -0.10
C: 1.6736 -1.8938 -2.3590  -0.01
C: 0.0213 2.4579 1.8376  -0.20
C: 1.3932 0.3719 -0.8049  -0.02
C: -0.5877 -3.3634 -3.1935  -0.02
C: 2.7693 -1.1138 -2.0715  -0.07
C: 2.6231 0.0530 -1.3303  -0.08
C: 1.1074 2.7999 2.8569  -0.27
C: -2.0126 -1.8224 -1.9982  -0.36
C: 0.7227 2.4380 4.2867  -0.11
C: 0.2766 -0.4510 -1.0047  -0.07
C: 0.3996 -1.5527 -1.8801  -0.14
H: 1.2793 1.2988 -0.2711  0.10
H: -2.1238 0.8704 0.8557  0.11
H: 0.0091 -4.1543 -2.7386  0.10
H: 3.4669 0.7051 -1.1687  0.10
H: -1.5960 -3.7303 -3.3815  0.09
H: 0.6380 1.3617 4.4117  0.07
H: 0.3082 2.8581 0.8623  0.10
H: -0.2284 2.8940 4.5517  0.08
H: -0.6682 0.5862 2.6449  0.13
H: 1.3000 3.8735 2.8046  0.11
H: -0.9148 2.9412 2.1226  0.12
H: 0.7204 0.4141 1.5648  0.12
H: 1.8012 -2.7626 -2.9815  0.10
H: 1.4785 2.7983 4.9801  0.07
H: -0.1431 -3.0576 -4.1417  0.10
H: 2.0330 2.2853 2.5879  0.11
H: 3.7381 -1.3918 -2.4579  0.11

---

(ii)
DFT (ωB97M-V with the def2-TZVPD basis set) results for one molecule with the formula C14H17N3O3.

Values from the calculation:
HOMO-LUMO gap in eV: 8.57
Lowest unoccupied orbital energy in Eh: 0.0213
E_HOMO in eV: -8.0
Structure (SMILES): C[C@H](N)C(=O)N[C@@H](Cc1c[nH]c2ccccc12)C(=O)O
2S+1: 1

Each line ends with the Löwdin charge.
Element x y z (Å)
O: -2.6041 2.6146 -1.9869  0.12
O: -0.1469 1.8817 2.3160  0.05
O: -3.1834 0.8752 -0.7310  0.11
N: 0.7489 -0.6266 -3.2033  0.08
N: -1.3160 0.8434 0.7657  0.10
N: -2.4406 -0.7257 2.5366  0.06
C: 0.1259 2.1656 -0.8732  -0.06
C: 3.1952 -2.2501 -0.9357  -0.13
C: 2.2129 -0.2545 0.0035  -0.03
C: 3.1232 -1.3164 0.0927  -0.09
C: -0.7387 0.8619 1.9920  -0.46
C: 1.4845 -0.0961 -1.1733  -0.13
C: 0.5192 0.9089 -1.5723  -0.18
C: -0.1318 -1.4649 2.5738  -0.05
C: -2.3706 1.8534 -1.0982  -0.53
C: 0.0443 0.5178 -2.7676  -0.03
C: 1.5901 -1.0604 -2.2231  -0.20
C: -1.0404 -0.3208 2.8538  -0.36
C: 2.5658 -2.0735 -2.1298  -0.03
C: -1.2292 1.9718 -0.1246  -0.21
H: -0.0945 2.9997 -1.5942  0.13
H: 2.0072 0.4615 0.7878  0.11
H: -0.5538 -2.2428 3.1612  0.07
H: -1.4028 2.9425 0.4435  0.19
H: -1.8598 0.0562 0.4295  0.13
H: -2.6028 -1.6552 2.8344  0.05
H: 0.8777 -1.2478 2.9652  0.10
H: -3.9358 0.8421 -1.3719  0.16
H: 0.8334 2.5867 -0.1323  0.13
H: 3.7658 -1.3668 0.9707  0.10
H: -3.0700 -0.1081 3.0261  0.08
H: 3.9292 -3.0334 -0.8285  0.10
H: 2.7943 -2.7821 -2.9534  0.12
H: -0.6969 1.0004 -3.3970  0.13
H: -0.0777 -1.6469 1.5333  0.07
H: -0.9566 -0.0845 3.9272  0.15
H: 0.6350 -1.0268 -4.1167  0.15

---

Of them, the most stable is (ii) and the least stable is (i).

---

(i)
DFT (ωB97M-V with the def2-TZVPD basis set) results for a 2-piece molecular cluster, C10H16 overall.

Values from the calculation:
HOMO-LUMO gap (spin up / spin down) in eV: 2.63 / 7.11
Lowest unoccupied orbital energy (spin up / spin down) in Eh: 0.1364 / 0.1316
E_HOMO (spin up / spin down) in eV: 1.1 / -3.5
Net charge: -1
2S+1: 2

Each line ends with the Löwdin charge.
Element x y z (Å)
C: 1.1444 1.7310 -1.0973  -0.20
C: 0.3787 1.6280 1.6202  -0.36
C: -0.2051 2.0426 -0.7100  -0.21
C: 1.7194 1.3407 1.2215  -0.16
C: -0.0074 1.6010 3.0754  -0.12
C: -0.5487 1.9719 0.6421  -0.16
C: -0.7093 -1.6414 -1.1710  -0.32
C: 2.0772 1.3842 -0.1390  -0.20
C: 0.4298 -2.6112 -1.5095  -0.14
C: -2.0540 -2.3599 -1.0708  -0.14
H: -0.4995 -1.1628 -0.2145  0.10
H: 0.2216 -3.1567 -2.4289  0.06
H: 1.3422 -2.0285 -1.6219  0.06
H: 2.4792 1.0297 1.9343  0.05
H: 0.0167 2.5949 3.5427  0.05
H: 1.4258 1.7661 -2.1467  0.06
H: -0.9709 2.2890 -1.4375  0.04
H: -1.9801 -3.1659 -0.3343  0.06
H: -1.5877 2.1641 0.9065  0.08
H: 0.5589 -3.3308 -0.6984  0.06
H: -0.7495 -0.8768 -1.9451  0.09
H: 3.0896 1.1454 -0.4468  0.07
H: -2.3524 -2.7835 -2.0315  0.06
H: -2.8433 -1.6913 -0.7233  0.06
H: 0.6504 0.9138 3.6171  0.06
H: -1.0259 1.2062 3.1665  0.06

---

(ii)
DFT (ωB97M-V with the def2-TZVPD basis set) results for a 2-piece molecular cluster, C10H16 overall.

Values from the calculation:
HOMO-LUMO gap (spin up / spin down) in eV: 3.24 / 7.33
Lowest unoccupied orbital energy (spin up / spin down) in Eh: 0.1461 / 0.1446
E_HOMO (spin up / spin down) in eV: 0.7 / -3.4
Net charge: -1
2S+1: 2

Each line ends with the Löwdin charge.
Element x y z (Å)
C: 1.1531 2.1328 -0.2433  -0.20
C: 0.6334 -0.5929 0.1211  -0.37
C: 0.9460 1.6218 1.0686  -0.17
C: -2.5627 0.2669 -0.0206  -0.17
C: 1.0222 -0.1008 -1.1234  -0.14
C: 2.1149 -2.3525 1.0002  -0.11
C: 0.5154 0.2496 1.2309  -0.18
C: 0.6753 -2.0231 0.4946  -0.25
C: 1.2705 1.2837 -1.3392  -0.20
C: -2.7176 1.1102 -1.3163  -0.15
H: 2.1706 -1.9104 2.0070  0.06
H: -3.4616 0.3150 0.6090  0.05
H: 2.9126 -1.8594 0.4370  0.07
H: 1.3971 3.1892 -0.2359  0.06
H: 0.0252 -0.0651 2.1522  0.08
H: 2.3396 -3.4211 0.9794  0.05
H: -3.1486 2.0810 -1.1368  0.05
H: -1.7323 1.2062 -1.7270  0.04
H: 1.2672 -0.8415 -1.8830  0.07
H: -1.8120 0.8555 0.5199  0.04
H: -2.2860 -0.7713 -0.1323  0.05
H: 0.9988 2.3556 1.8645  0.04
H: 0.5309 -2.7114 -0.3740  0.10
H: 1.3172 1.8320 -2.2688  0.05
H: -0.1244 -2.3292 1.1493  0.09
H: -3.4448 0.4791 -1.8332  0.05

---

Of them, the most stable is (i) and the least stable is (ii).